1.
The following is a quantum chemistry calculation of a structure of composition C21H43CoN2P3S at a distorted geometry, from the OMol25 dataset.

```
! RIJCOSX wB97M-V def2-TZVPD def2/J DEFGRID3
* xyz 3 5
Co -0.00938 0.52330 0.58160
P -0.61624 2.25757 1.87717
P -2.08922 -0.12194 0.18844
P 2.03538 0.96466 0.36695
H 1.40567 -0.36037 -5.41704
C 2.32993 -0.54384 -4.85612
C 2.64998 -1.83039 -4.67966
H 1.96066 -2.57336 -5.06084
C -1.07442 3.65307 0.76574
C -2.12561 2.15188 2.94783
C 0.47850 3.11368 3.09659
C -2.02312 -1.69240 -0.69169
C -3.02092 -0.68481 1.68308
C -3.22127 1.00379 -0.73945
C 2.91361 -0.25639 -0.66059
C 3.04970 1.09846 1.88126
C 2.21711 2.60626 -0.42691
H 2.99328 0.31075 -4.70381
H 3.64325 -2.18924 -4.40318
H -1.32222 4.53963 1.36549
H -1.94774 3.37893 0.15944
H -0.23520 3.90161 0.10398
H -2.20917 3.03608 3.59684
H -2.08093 1.27227 3.60211
H -3.03364 2.09727 2.33463
H -0.05425 3.94607 3.57948
H 1.37974 3.52503 2.63056
H 0.76970 2.42699 3.89692
H -2.80928 -1.74982 -1.44147
H -2.05544 -2.54585 -0.01324
H -1.07098 -1.71134 -1.20987
H -3.97795 -0.14593 1.77809
H -2.40150 -0.51390 2.57186
H -3.21085 -1.76483 1.58315
H -4.05238 0.42778 -1.17694
H -2.65492 1.49426 -1.54723
H -3.62778 1.78366 -0.07376
H 3.87648 -0.49569 -0.21845
H 3.06518 0.11650 -1.67796
H 2.31034 -1.15852 -0.73282
H 3.98945 1.59567 1.63121
H 3.26941 0.09243 2.24199
H 2.57000 1.65431 2.69425
H 3.24422 2.70140 -0.79023
H 1.99631 3.44678 0.24857
H 1.53365 2.66475 -1.28084
C 0.20394 -2.28414 -3.01993
C 0.25490 -0.87499 -2.78859
C -0.81658 -0.06009 -3.16658
C -1.83777 -0.56748 -3.97244
C -1.81679 -1.92379 -4.29741
C -0.87204 -2.79721 -3.76480
S 1.46280 -3.35696 -2.42142
H 0.72212 -4.05753 -1.55610
H 1.15522 -0.43259 -2.36496
H -0.86292 0.98557 -2.85187
H -2.62698 0.08920 -4.34045
H -2.53275 -2.32002 -5.01529
H -0.91118 -3.87073 -3.98866
C 0.44005 -0.19789 4.34645
C 0.37347 -1.19713 3.26639
N 0.49773 -1.03601 1.94400
C 0.63532 -2.29878 1.38072
C 0.48876 -3.22599 2.37328
N 0.32422 -2.51947 3.55403
H -0.48292 0.37444 4.41314
H 1.29171 0.48409 4.23987
H 0.56209 -0.74675 5.28389
H 0.84542 -2.42360 0.33184
H 0.50992 -4.29401 2.31243
H 0.23507 -2.89430 4.49731
*
```

Computed properties:
Energy relative to the best compared isomer or geometry (same formula, charge and spin)   0.00 kcal/mol
Highest occupied orbital energy (spin up / spin down)   -16.837 / -17.530 eV
Expectation value of S²   6.03

2.
The following is a quantum chemistry calculation of a structure of composition C21H43MgN3O2P, from the OMol25 dataset.

```
! RIJCOSX wB97M-V def2-TZVPD def2/J DEFGRID3
* xyz 1 1
Mg 0.46907 0.19887 0.54649
N 3.44664 3.17290 0.42837
C 2.30764 3.95601 -0.07326
C 1.09876 3.04331 -0.07329
N 0.89751 2.27685 1.18985
C 2.10942 1.94307 2.00484
C 3.23915 2.93945 1.86846
H 4.31148 3.67633 0.27491
H 3.44715 1.66946 -0.36811
H 2.50345 4.29407 -1.08984
H 2.13915 4.83826 0.55416
H 1.21938 2.34075 -0.90087
H 0.18460 3.60096 -0.26982
H 0.26769 2.80187 1.78138
H 2.49243 0.96596 1.70656
H 1.78514 1.81712 3.03582
H 4.13884 2.51612 2.31082
H 3.01480 3.88004 2.38255
C 3.57727 -1.40688 -2.18218
O 2.39882 -1.03127 -1.40927
C 2.37128 0.08445 -0.73778
O 3.44753 0.77782 -0.88174
H 3.30025 -2.32605 -2.68360
H 4.40966 -1.57196 -1.50386
H 3.82093 -0.62751 -2.89617
C -3.39721 1.46236 -0.23730
C -2.71503 0.89225 -1.48588
C -3.73944 0.55395 -2.57026
P -1.53497 -0.43547 -0.98722
C -0.81499 -1.20052 -2.50453
C -1.69633 -2.13214 -3.33911
C -0.19071 -0.09277 -3.36019
C -2.41922 -1.72646 -0.01302
C -3.74887 -2.24613 -0.55922
C -1.44402 -2.87509 0.27455
H -3.93452 2.37521 -0.49873
H -2.68851 1.70820 0.55646
H -4.12420 0.76139 0.17486
H -2.05728 1.67266 -1.88283
H -4.36998 -0.28987 -2.29293
H -3.27192 0.32885 -3.52716
H -4.39242 1.41618 -2.72188
H 0.00590 -1.79956 -2.09904
H -2.61571 -1.65662 -3.67646
H -1.96447 -3.03357 -2.79018
H -1.14326 -2.44563 -4.22793
H -0.95189 0.52699 -3.83809
H 0.41803 -0.53198 -4.15306
H 0.45487 0.56799 -2.77383
H -2.61237 -1.22388 0.94146
H -3.64200 -2.69737 -1.54562
H -4.50707 -1.46716 -0.62264
H -4.13015 -3.01602 0.11505
H -1.23141 -3.45435 -0.62623
H -1.88529 -3.55128 1.00795
H -0.50057 -2.52582 0.70034
C 2.61814 -2.15413 1.83414
C 1.48060 -1.70023 2.69558
C 1.19613 -2.06089 3.99048
C 0.01940 -1.35804 4.36696
C -0.35579 -0.60848 3.27832
C -1.53764 0.30842 3.13344
N 0.53682 -0.80215 2.24154
H 3.26514 -2.82501 2.39799
H 3.24873 -1.32037 1.49836
H 2.28885 -2.69435 0.93943
H 1.76549 -2.75217 4.59534
H -0.49577 -1.40769 5.31542
H -2.48718 -0.20791 3.29136
H -1.58845 0.74598 2.12955
H -1.50748 1.14266 3.84035
*
```

Computed properties:
Energy relative to the best compared isomer or geometry (same formula, charge and spin)   1.21 kcal/mol
Highest occupied orbital energy   -9.258 eV